Record 1
This record from the OMol25 dataset describes a cluster of 2 separate species, C4H12S in total. The level of theory is the ωB97M-V functional and the def2-TZVPD basis.

Structure (XYZ):
```
17
Properties=species:S:1:pos:R:3:forces:R:3:nbo_charge:R:1
C 0.7643 0.3964 -5.0197 0.49 0.34 -1.18 -0.715
S 2.2674 0.9310 -5.9633 -0.21 -0.04 -0.12 -0.078
C -1.1732 -0.4756 3.0334 1.23 0.58 2.13 -0.383
H 0.1478 1.2366 -4.6560 0.40 -0.50 -0.31 0.229
H -2.0073 -0.6462 2.3614 -0.39 -1.68 0.59 0.200
H -1.5424 -0.1003 4.0895 0.39 -1.21 -1.96 0.186
H 0.0280 1.2813 2.9624 0.38 0.08 -0.87 0.200
C -0.6999 0.7747 2.3172 -0.81 0.11 1.44 -0.612
H 1.2964 -0.0820 -4.2230 -0.72 -0.69 0.72 0.222
H 0.2212 -0.2788 -5.7154 0.14 0.40 0.96 0.224
H -0.5321 -2.5236 3.5618 1.16 1.10 -0.84 0.212
H 0.5874 -1.6632 2.2870 -0.51 -0.26 0.46 0.205
H 0.6756 -1.2823 4.0279 -0.24 0.21 -0.23 0.209
H -0.3996 0.4082 1.3249 0.13 1.13 0.13 0.204
H 2.0269 2.2279 -6.0086 -0.10 0.49 -0.07 0.118
H -1.6525 1.3549 2.4048 1.05 0.31 -1.12 0.206
C -0.0083 -1.5588 3.2156 -2.39 -0.37 0.26 -0.626
```
Positions in Å, forces in eV/Å.

Net charge = 0
Energy relative to the best compared isomer or geometry (same formula, charge and spin) = 28.0 kcal/mol
Multiplicity = 1

Record 2
This record from the OMol25 dataset describes a cluster of 7 separate species, C8H32N2O7 in total. The level of theory is the ωB97M-V functional and the def2-TZVPD basis.

Structure (XYZ):
```
49
Properties=species:S:1:pos:R:3:forces:R:3:nbo_charge:R:1
H 1.5685 2.7435 3.8427 -0.35 -0.17 0.67 0.174
H 1.9578 4.2913 2.2020 -0.55 0.23 -0.13 0.192
H 0.3876 3.4129 0.2867 -0.43 1.14 0.29 0.207
H -3.7872 -0.6195 -2.7559 -0.11 1.05 -0.05 0.168
H 0.0025 2.7474 2.8856 0.60 0.25 0.14 0.175
H 2.6537 -2.6805 -0.4706 0.39 -0.03 -0.28 0.466
H 2.0686 3.7257 -0.2593 0.08 0.53 -0.09 0.229
H 0.5140 -3.1143 -2.2380 0.10 0.44 -0.49 0.477
C 1.4307 3.1700 0.4061 -0.28 -0.20 0.57 -0.637
O 1.1738 1.0857 2.6578 -0.46 0.09 -0.15 -0.607
H 2.7452 0.0321 2.2803 0.91 -0.54 -0.43 0.481
H 0.9738 0.2738 0.9032 -0.47 0.39 -0.30 0.502
H -2.9438 1.3697 -0.9702 -0.53 0.62 -0.06 0.204
H -1.0367 -1.2480 -2.2256 0.70 -0.45 -0.70 0.415
H -4.4483 -1.4395 -1.3124 -0.27 0.33 -0.04 0.165
N -1.1847 -0.4216 -1.6800 -1.57 0.38 1.11 -0.854
C 0.2765 0.2623 3.4265 0.77 1.11 0.04 -0.249
H -0.7874 0.5088 3.3148 0.19 -0.21 -0.70 0.180
C -2.9383 0.5605 -0.2613 -0.12 -0.63 0.71 -0.612
O 0.5106 -2.4539 -2.9578 -1.20 -1.32 0.30 -0.972
H 3.3096 1.8775 1.6194 0.52 -0.18 -0.52 0.359
O 2.5547 -0.5949 -2.2623 -0.11 -0.02 1.41 -0.994
N 3.3237 2.8451 1.9130 0.14 -1.08 -0.81 -0.823
H 2.1247 -0.5184 -1.3572 0.52 0.18 -1.03 0.508
H -4.9823 -3.1148 -2.7770 -0.36 0.19 -0.59 0.162
O 0.8964 -0.3067 0.1368 0.34 -0.96 -0.74 -1.070
H 0.5881 -0.7248 3.1253 -0.60 -0.53 0.20 0.207
H 3.4674 -1.3436 2.0679 0.01 0.75 -0.26 0.481
C -3.5463 -1.2307 -1.9007 0.00 -1.27 0.59 -0.074
C 1.9298 3.2536 1.8703 -0.16 -0.01 -0.17 -0.066
H 1.4593 -2.2398 0.2980 -0.10 0.12 0.09 0.494
H -2.2043 0.7630 0.5032 0.39 0.39 0.20 0.213
H -2.2306 -1.4078 -0.1956 -0.27 -0.51 -0.09 0.198
H -3.8082 -3.8533 -3.8304 0.47 0.06 0.00 0.199
O -3.1262 -2.4632 -2.4482 0.80 -0.16 -0.27 -0.542
H 0.1556 -0.1858 -0.5344 -0.08 0.28 0.80 0.518
H -4.2652 -2.1567 -4.1588 -0.12 -0.08 0.06 0.166
C -2.4909 -0.6874 -0.9667 1.28 0.26 -0.59 -0.074
C 1.0842 2.4921 2.9058 -0.34 -0.08 -0.86 -0.072
H 0.4692 0.4577 4.4712 0.28 -0.31 0.55 0.178
H 3.5020 -0.4711 -2.0899 -0.41 -0.03 -0.11 0.480
O 2.0104 -3.0240 0.1477 -0.30 0.02 0.17 -0.970
H 3.7574 2.7608 2.8191 -0.27 0.57 0.57 0.356
H -3.8735 0.3805 0.2987 0.11 0.41 -0.64 0.216
H 1.3182 -1.9744 -2.8573 1.16 0.72 0.13 0.494
H 1.3386 2.2025 -0.0500 0.87 -1.12 0.32 0.222
O 3.5455 -0.3882 1.8680 -0.87 -0.28 0.71 -0.974
C -4.0844 -2.9056 -3.3787 -0.49 -0.36 0.74 -0.248
H -1.3597 0.3518 -2.3115 0.19 0.01 -0.26 0.353
```
Positions in Å, forces in eV/Å.

Net charge = 0
Energy relative to the best compared isomer or geometry (same formula, charge and spin) = 6.9 kcal/mol
Multiplicity = 1

| no. | E_HOMO (eV) | maximum force (eV/A) |
| --- | --- | --- |
| 1 | -9.02 | 2.53 |
| 2 | -9.51 | 1.96 |